C4H4N2O2 | ωB97M-V/def2-TZVPD

The net charge is 0. The SMILES is [H]/N=c1\o[nH]c2c1OC2. The calculation puts the energy relative to the best compared isomer or geometry (same formula, charge and spin) at 727.78 kJ/mol. As for the HOMO-LUMO gap: 0.3569 hartree. Its HOMO energy is -9.4 eV.

Element x y z (Å)
H: -0.6223 -1.8332 -2.2626
N: -1.2634 -1.5312 -1.6011
C: -0.4555 -0.8638 -0.8818
O: 0.6532 -0.2161 -1.4942
N: 1.6660 0.3000 -0.4515
C: 0.6016 0.6252 0.5502
C: -0.5191 0.0551 0.2821
O: -1.1139 0.5543 1.5773
C: 0.2221 0.9620 2.0290
H: 1.8364 1.1380 -0.9366
H: 0.3379 0.0637 2.5351
H: 0.2215 1.8734 2.4902

Cartesian forces (eV/Å) of the 6 atoms listed first:
0.904 -1.145 -2.843
0.273 0.366 3.305
-1.390 3.500 -0.666
1.684 -1.632 0.745
-3.454 -1.140 0.867
4.450 0.929 -0.150

---

C33H45N6O4PtSSb | ωB97M-V/def2-TZVPD

The net charge is +2. The calculation puts the energy relative to the best compared isomer or geometry (same formula, charge and spin) at 117.87 kJ/mol. As for the HOMO-LUMO gap: 0.2258 hartree. Its HOMO energy is -13.7 eV.

Element x y z (Å)
Pt: -0.5689 1.4985 -0.6151
C: 2.0695 4.8937 0.1608
N: 0.6718 4.8147 0.5899
C: -0.1874 5.9763 0.3012
C: -1.5914 5.3795 0.1846
N: -1.3885 4.0225 0.6912
C: -2.4287 3.0422 0.5709
C: -0.0692 3.7182 0.7843
N: 0.2883 2.4576 1.0501
C: 1.6975 2.1855 1.3109
C: 2.0049 0.8004 1.9294
N: 2.0458 -0.8832 0.0875
C: 1.9985 -2.2015 -0.2220
N: 1.7061 -2.6909 -1.4186
C: 1.1796 -1.9836 -2.5791
C: 1.7558 -4.1560 -1.4092
C: 2.1370 -4.4871 0.0411
N: 2.2636 -3.1658 0.6618
C: 2.9669 -3.0265 1.9220
H: 2.2809 5.9370 -0.0535
H: 2.2251 4.3223 -0.7548
H: 2.7626 4.5784 0.9342
H: 0.1269 6.4285 -0.6372
H: -0.1009 6.7174 1.0950
H: -1.9339 5.3520 -0.8520
H: -2.3244 5.9093 0.7888
H: -3.2697 3.4831 0.0385
H: -2.7628 2.6292 1.5193
H: -2.2283 2.1554 -0.1042
H: 2.0799 2.9324 2.0130
H: 2.2906 2.2632 0.3948
H: 1.9358 -0.2237 3.8104
H: 3.0735 0.6597 1.7490
H: 1.5117 -0.9526 -2.6046
H: 0.0886 -2.0035 -2.5835
H: 1.5478 -2.4786 -3.4751
H: 2.4883 -4.5153 -2.1306
H: 0.7779 -4.5509 -1.6838
H: 3.0928 -5.0083 0.1019
H: 1.3848 -5.0821 0.5574
H: 3.9325 -3.5324 1.8634
H: 2.3806 -3.4638 2.7314
H: 3.1512 -1.9773 2.1329
C: -2.6686 3.1149 4.3536
C: -3.0247 1.9353 5.2268
C: -3.8877 2.1571 6.2997
C: -4.2844 1.1218 7.1294
C: -3.8244 -0.1672 6.8954
C: -2.9583 -0.4001 5.8410
C: -2.5413 0.6404 5.0097
Sb: -1.3415 0.1972 3.2890
C: 0.5007 1.1870 4.0113
C: 0.4189 2.1030 5.0357
C: 1.5636 2.6710 5.5911
C: 2.8658 2.3692 5.1435
C: 2.9968 1.4969 4.1165
C: 1.8410 0.8361 3.4808
C: 1.3022 -0.3855 1.2572
C: -0.6317 -1.7779 3.7882
C: -0.9567 -2.7186 2.8055
C: -0.6107 -4.0549 2.9338
C: 0.0806 -4.4678 4.0629
C: 0.4106 -3.5440 5.0444
C: 0.0644 -2.1968 4.9341
C: 0.4452 -1.2709 6.0633
H: -3.5564 3.4936 3.8425
H: -1.9208 2.8824 3.5902
H: -2.2723 3.9402 4.9492
H: -4.2591 3.1599 6.4799
H: -4.9588 1.3185 7.9525
H: -4.1421 -0.9857 7.5276
H: -2.6161 -1.4124 5.6557
H: -0.5427 2.3470 5.4698
H: 1.4510 3.3563 6.4258
H: 3.7227 2.8341 5.6118
H: 3.9806 1.2502 3.7290
H: 1.1324 -1.2008 1.9569
H: 1.9435 -0.2754 -0.7225
H: 0.3228 -0.0455 0.9164
H: -1.5089 -2.4059 1.9253
H: -0.9056 -4.7683 2.1746
H: 0.3443 -5.5096 4.1950
H: 0.9308 -3.8795 5.9342
H: 0.6228 -1.8390 6.9757
H: -0.3335 -0.5394 6.2727
H: 1.3717 -0.7256 5.8566
O: -1.0738 1.2797 -2.5541
S: 0.3428 1.7883 -2.9641
O: 0.7671 1.1687 -4.1663
O: 1.0668 1.1300 -1.6605
O: 0.4884 3.2073 -2.8107

Cartesian forces (eV/Å) of the 6 atoms listed first:
-0.130 1.050 0.379
0.029 -0.047 -0.085
0.002 0.058 0.093
-0.008 0.007 -0.048
0.049 -0.047 -0.066
-0.182 0.189 0.027

---

C4H12OS | ωB97M-V/def2-TZVPD

The net charge is 0. The SMILES is CCO.CSC. The calculation puts the energy relative to the best compared isomer or geometry (same formula, charge and spin) at 201.83 kJ/mol. As for the HOMO-LUMO gap: 0.3382 hartree. Its HOMO energy is -8.4 eV.

Element x y z (Å)
C: -3.0073 0.2208 -0.4247
C: -2.0274 -0.5119 -1.4977
O: -1.6207 0.6425 -2.4343
H: -3.7091 0.7213 -1.0294
H: -3.6348 -0.5742 -0.0568
H: -2.4154 0.7578 0.2731
H: -2.4540 -1.3582 -2.0017
H: -1.1559 -0.7773 -1.1158
H: -1.1458 0.1701 -3.1875
C: 1.0796 0.0444 1.6925
S: 2.4123 1.2397 1.8060
C: 3.5468 0.1496 0.8273
H: 1.4268 -0.7306 2.3892
H: 1.0427 -0.4008 0.6678
H: 0.1279 0.5345 1.9468
H: 3.0632 -0.7096 0.4965
H: 4.1482 0.7742 0.1050
H: 4.3229 -0.1924 1.5437

Cartesian forces (eV/Å) of the 6 atoms listed first:
1.395 -3.325 -2.624
-3.409 4.918 -1.017
0.056 -3.053 -0.629
-0.439 1.547 -0.546
0.116 -0.325 1.129
-0.001 0.603 0.603

---

C12H19Cl3F8O | ωB97M-V/def2-TZVPD

The net charge is +1. As for the HOMO-LUMO gap (spin up / spin down): 0.4034 / 0.1161 hartree. Its HOMO energy (spin up / spin down) is -13.5 / -13.4 eV. As for the expectation value of S²: 0.753. As for the spin multiplicity: 2.

Element x y z (Å)
C: -1.7269 0.3834 -3.9772
C: -2.6196 1.4584 -3.3622
C: -2.7704 1.1738 -1.7889
F: -2.8167 -0.0674 -1.3986
F: -1.9595 1.8780 -0.8867
F: -2.1074 2.6146 -3.5142
F: -3.8151 1.3959 -3.9580
O: -1.5680 0.6482 -5.4211
C: -0.9355 -0.4751 -6.1185
C: -0.7606 -0.1069 -7.6256
F: -0.1870 -1.0487 -8.4206
F: -1.9937 0.1554 -8.1142
F: 0.3132 -0.6761 -5.6824
F: -1.6007 -1.6239 -5.8685
H: -2.3206 -0.5256 -3.8813
H: -0.7690 0.3509 -3.4582
H: -3.7879 1.5199 -1.6073
H: -0.1449 0.7841 -7.7484
C: 2.3770 0.3772 4.4312
C: 2.7238 1.0036 3.0975
C: 2.0527 0.2291 1.9905
C: 0.5214 0.0115 2.1956
C: -0.2859 -0.1022 0.8577
C: 0.0123 -1.4011 0.0192
H: 1.3342 0.2781 4.7327
H: 2.9056 0.9232 5.2126
H: 2.7037 -0.6600 4.5052
H: 2.1954 1.9563 3.1334
H: 3.7898 1.2060 2.9935
H: 2.6417 -0.6879 1.9800
H: 2.2376 0.7835 1.0704
H: 0.2705 -0.7868 2.8941
H: 0.1167 0.9388 2.6010
H: -1.3214 -0.2269 1.1741
H: -0.2868 0.8693 0.3633
H: 1.0109 -1.3901 -0.4174
H: 0.0747 -2.3037 0.6270
H: -0.7900 -1.6011 -0.6911
C: 1.5479 -1.5125 8.1251
Cl: 1.3590 0.2203 7.7672
Cl: 2.7938 -2.2180 7.0568
Cl: -0.1381 -2.0827 7.9221
H: 1.7235 -1.6630 9.1903

Cartesian forces (eV/Å) of the 6 atoms listed first:
-0.681 -0.136 -1.482
1.691 -3.861 0.788
-2.664 3.139 0.151
1.073 -2.536 0.006
-0.037 -0.655 -1.653
0.967 3.502 -0.274

---

Number 1: total energy -11280.9966 eV. Number 2: total energy -72684.5869 eV. Number 3: total energy -17223.4527 eV. Number 4: total energy -74094.7591 eV.